*i*
{"formula": "C11H12N2O3S", "method": "the ωB97M-V functional and the def2-TZVPD basis", "species": ["C", "O", "C", "N", "H", "C", "C", "C", "H", "H", "H", "O", "O", "N", "C", "H", "H", "C", "H", "H", "H", "H", "H", "S", "C", "H", "C", "C", "C"], "positions_angstrom": [[-2.911, 2.425, -0.040], [1.208, 1.652, 1.375], [-1.866, 1.898, 0.641], [-0.253, -2.344, -0.608], [4.327, 1.556, -0.039], [0.500, -0.316, 0.297], [1.732, -1.402, -1.633], [3.330, 1.964, -0.210], [3.030, 2.590, 0.632], [-1.775, -1.882, 2.180], [-3.064, -1.045, -0.415], [-1.671, -3.713, 0.508], [2.423, 0.879, -0.354], [-1.123, -1.711, 1.430], [-1.820, 0.480, 0.559], [-1.137, 2.472, 1.181], [-0.458, 0.119, 2.157], [1.384, 0.827, 0.504], [-3.188, 3.455, -0.146], [1.600, -2.286, -2.254], [2.704, -1.452, -1.148], [3.321, 2.546, -1.132], [-0.152, -3.085, -1.287], [-3.871, 1.213, -0.795], [0.649, -1.309, -0.611], [1.733, -0.518, -2.265], [-2.840, -0.022, -0.188], [-1.089, -2.653, 0.463], [-0.723, -0.339, 1.198]], "nbo_charge": [-0.4051, -0.6299, -0.2549, -0.6237, 0.1877, -0.2572, -0.6498, -0.2702, 0.2205, 0.4165, 0.2399, -0.6295, -0.5232, -0.6108, -0.0781, 0.2447, 0.2426, 0.7875, 0.2348, 0.2079, 0.2493, 0.1878, 0.4192, 0.4358, 0.3159, 0.2482, -0.4289, 0.7835, -0.0603], "gap_ev": 9.336, "charge": 0, "smiles": "COC(=O)C1=C(C)NC(=O)N[C@@H]1c1ccsc1", "e_homo_ev": -8.720}

=====

*ii*
{"formula": "C11H12N2O3S", "method": "the ωB97M-V functional and the def2-TZVPD basis", "species": ["C", "N", "C", "O", "C", "C", "C", "C", "H", "H", "O", "H", "C", "H", "O", "N", "S", "H", "H", "C", "H", "H", "C", "H", "H", "C", "H", "C", "H"], "positions_angstrom": [[1.880, 0.769, 0.833], [-0.159, -0.671, -1.082], [-0.047, 2.126, 1.234], [-2.726, 2.108, 1.459], [2.564, 1.545, 1.759], [-2.023, -2.211, -1.422], [-1.150, -1.112, -2.043], [0.620, 2.904, 2.147], [0.951, -1.611, 0.409], [2.413, -0.004, 0.304], [-1.272, -3.051, -0.558], [-2.485, -2.815, -2.217], [-0.430, 0.430, -0.355], [1.691, -1.666, -1.219], [-1.714, 3.576, -0.224], [-1.553, 1.048, -0.511], [-1.681, 2.346, 0.511], [-1.764, -0.256, -2.317], [0.539, -3.838, -0.233], [0.088, -3.094, -0.892], [-0.619, -1.484, -2.925], [-2.807, -1.768, -0.805], [0.749, -1.720, -0.657], [0.226, -3.422, -1.932], [0.122, 3.736, 2.619], [1.944, 2.588, 2.427], [3.605, 1.332, 1.954], [0.539, 1.043, 0.588], [2.498, 3.172, 3.146]], "nbo_charge": [-0.1762, -0.3905, -0.2009, -0.9176, -0.2023, -0.0781, -0.2621, -0.2090, 0.2143, 0.2197, -0.5195, 0.1737, 0.4786, 0.1939, -0.9203, -0.7720, 2.2872, 0.2627, 0.2071, -0.0775, 0.1979, 0.2052, -0.2365, 0.1628, 0.2379, -0.1805, 0.2207, -0.1424, 0.2238], "gap_ev": 9.181, "charge": 0, "smiles": "O=S1(=O)N=C(N2CCOCC2)c2ccccc21", "e_homo_ev": -9.286}

=====

Order from most stable to least stable according to the calculation: *i*, *ii*

=====

*i*
{"formula": "C3H3ClN2", "method": "the ωB97M-V functional and the def2-TZVPD basis", "species": ["N", "H", "C", "C", "N", "H", "C", "H", "Cl"], "positions_angstrom": [[-1.907, 0.688, 0.083], [-0.550, 2.177, -0.004], [-0.516, -1.069, -0.021], [-0.675, 1.141, -0.092], [-1.764, -0.631, -0.010], [-2.549, -1.189, 0.206], [0.280, 0.038, -0.077], [-0.266, -2.154, -0.149], [2.031, 0.007, 0.034]], "nbo_charge": [-0.2400, 0.2145, -0.0723, -0.0664, -0.3224, 0.4015, -0.1617, 0.2341, 0.0126], "gap_ev": 10.226, "charge": 0, "smiles": "Clc1cn[nH]c1", "e_homo_ev": -9.279}

=====

*ii*
{"formula": "C3H3ClN2", "method": "the ωB97M-V functional and the def2-TZVPD basis", "species": ["C", "Cl", "H", "N", "C", "H", "N", "H", "C"], "positions_angstrom": [[-1.096, -0.323, 0.053], [-2.796, -0.228, -0.019], [1.711, 1.030, -0.105], [-0.266, -1.386, 0.053], [0.920, -0.880, -0.031], [1.840, -1.473, -0.045], [0.899, 0.475, -0.017], [-0.794, 1.889, 0.051], [-0.419, 0.897, 0.060]], "nbo_charge": [0.0551, 0.0226, 0.4149, -0.4576, 0.1730, 0.2029, -0.5068, 0.2312, -0.1351], "gap_ev": 9.521, "charge": 0, "smiles": "Clc1c[nH]cn1", "e_homo_ev": -8.728}

=====

Order from most stable to least stable according to the calculation: *ii*, *i*

=====

*i*
{"formula": "C24H25FN6O4", "method": "the ωB97M-V functional and the def2-TZVPD basis", "species": ["H", "O", "H", "H", "C", "H", "H", "C", "C", "C", "H", "C", "N", "N", "C", "C", "H", "C", "H", "C", "C", "H", "C", "H", "O", "N", "C", "C", "C", "C", "N", "H", "H", "H", "H", "N", "F", "H", "H", "H", "N", "C", "H", "O", "C", "C", "C", "C", "H", "H", "H", "H", "C", "H", "H", "C", "C", "H", "O", "C"], "positions_angstrom": [[-6.449, -1.014, 2.403], [4.551, -1.810, 1.543], [0.056, -0.664, -2.868], [-3.515, -3.783, -1.791], [-3.318, -0.018, -0.357], [0.496, 1.691, 3.121], [1.929, 0.494, 1.188], [3.070, 1.479, -0.971], [6.356, -3.063, 1.186], [-0.216, 0.179, -2.211], [2.665, 2.244, -0.302], [5.286, -2.835, 1.998], [-2.269, 0.700, -0.880], [-5.269, -0.718, 0.702], [-3.066, -1.337, -0.695], [1.134, 3.315, 1.857], [-2.667, -4.017, -0.251], [-5.041, -2.052, 0.389], [-4.423, -4.335, -0.352], [-6.484, -0.469, 1.460], [6.273, -2.098, 0.161], [3.955, 1.858, -1.484], [-4.480, 0.385, 0.371], [-0.304, 4.113, -1.091], [-5.817, -2.915, 0.735], [0.857, 0.514, -1.284], [-1.463, -0.195, -1.493], [2.342, -0.254, 0.503], [0.900, 3.986, 0.668], [-0.936, 2.501, 0.154], [-3.906, -2.343, -0.339], [4.951, -3.314, 2.896], [-1.956, 2.576, -1.721], [2.643, -1.129, 1.073], [2.434, 0.352, -2.697], [-1.919, -1.433, -1.402], [-1.425, 0.781, 1.713], [1.662, -1.442, -1.171], [1.514, 4.829, 0.393], [-7.350, -0.809, 0.894], [3.468, 0.336, -0.178], [-2.093, 2.122, -0.735], [-3.023, 2.503, -0.295], [5.486, 0.304, -1.174], [4.703, -0.190, -0.375], [0.344, 2.232, 2.199], [-0.124, 3.580, -0.170], [-3.608, -3.709, -0.708], [-0.407, 1.060, -2.831], [1.929, 3.630, 2.514], [0.397, -1.042, 0.013], [7.107, -3.816, 1.307], [-0.675, 1.843, 1.349], [-6.544, 0.602, 1.642], [1.676, 1.958, -2.536], [5.148, -1.354, 0.415], [2.002, 1.074, -1.983], [6.941, -1.955, -0.662], [-4.796, 1.523, 0.671], [1.268, -0.647, -0.513]], "nbo_charge": [0.2142, -0.4018, 0.2051, 0.2109, -0.0779, 0.2333, 0.2041, -0.2305, -0.3196, -0.2567, 0.2051, 0.1094, -0.3016, -0.4503, 0.3549, -0.2019, 0.2079, 0.7945, 0.2489, -0.4163, -0.2252, 0.2515, 0.6607, 0.2125, -0.6321, -0.4412, 0.3983, -0.2267, -0.2278, -0.1003, -0.4094, 0.2052, 0.2119, 0.2383, 0.1750, -0.4946, -0.3361, 0.1706, 0.2208, 0.2136, -0.4240, -0.2407, 0.2768, -0.6279, 0.6299, -0.3011, -0.1840, -0.4127, 0.2110, 0.2224, 0.2182, 0.2326, 0.4634, 0.2420, 0.2029, 0.1488, -0.2314, 0.2451, -0.6270, -0.2411], "gap_ev": 8.955, "charge": 0, "smiles": "Cn1c(=O)c2c(nc(CN3CCN(C(=O)c4ccco4)CC3)n2Cc2ccccc2F)n(C)c1=O", "e_homo_ev": -8.363}

=====

*ii*
{"formula": "C24H25FN6O4", "method": "the ωB97M-V functional and the def2-TZVPD basis", "species": ["H", "C", "H", "H", "H", "O", "C", "C", "N", "C", "H", "H", "H", "C", "H", "C", "C", "C", "N", "C", "H", "O", "C", "H", "O", "N", "H", "C", "H", "C", "C", "C", "C", "H", "H", "C", "H", "N", "C", "O", "H", "N", "H", "H", "C", "C", "C", "C", "C", "N", "H", "H", "H", "C", "H", "C", "F", "H", "H", "H"], "positions_angstrom": [[1.784, -3.868, 1.430], [0.691, -2.095, 0.903], [-0.084, -3.551, -3.231], [-4.507, 4.765, 0.072], [-3.590, 4.248, -1.343], [-0.260, 2.007, 0.174], [5.042, -0.736, -1.009], [-1.591, -0.086, -0.860], [2.892, 1.996, 2.072], [-1.677, -2.153, 1.374], [-4.539, 1.394, 1.716], [4.222, -1.388, -1.230], [-1.106, 0.634, -1.532], [8.431, 0.724, -1.133], [0.643, -0.106, 2.511], [-2.700, -2.310, -1.694], [-0.297, -4.025, 1.890], [-5.387, 2.273, -0.737], [2.133, 1.034, 1.615], [-0.112, 0.938, 0.741], [8.946, 0.091, -1.850], [-3.855, -0.238, -0.003], [0.826, -3.373, 1.413], [-3.695, -2.220, -1.313], [6.235, 0.922, -0.110], [4.040, 1.881, 1.515], [-3.366, 2.677, 2.045], [-4.108, 2.646, 0.013], [-2.646, -1.679, 1.333], [-3.725, 4.096, -0.275], [-4.287, 2.432, 1.519], [5.026, 0.321, -0.132], [-1.548, -3.434, 1.876], [8.957, 0.689, -0.180], [0.514, 1.681, 2.656], [3.965, 0.814, 0.690], [1.549, -1.568, 0.512], [2.752, 0.262, 0.744], [-1.693, -1.403, -1.550], [-0.573, -1.851, -2.166], [-5.250, 2.411, -1.807], [-0.714, -0.191, 0.324], [-2.669, -4.271, -2.752], [8.449, 1.754, -1.485], [-0.557, -1.481, 0.896], [-0.867, -3.047, -2.700], [-2.959, 0.479, -0.402], [-2.160, -3.381, -2.447], [6.343, -0.771, -1.548], [-3.003, 1.814, -0.472], [-6.210, 2.899, -0.404], [-2.130, 2.300, -0.637], [-5.637, 1.233, -0.549], [0.766, 0.848, 1.995], [-2.403, -3.976, 2.249], [7.030, 0.260, -0.967], [-0.169, -5.274, 2.379], [-5.085, 3.064, 1.896], [6.722, -1.466, -2.269], [-2.799, 4.354, 0.235]], "nbo_charge": [0.2314, -0.2325, 0.2042, 0.2192, 0.2132, -0.6383, -0.2425, -0.1731, -0.0200, -0.2194, 0.2320, 0.2309, 0.2504, -0.6536, 0.2389, -0.2718, 0.3978, -0.6198, 0.0119, 0.6907, 0.2289, -0.6537, -0.2739, 0.2547, -0.3736, -0.2484, 0.2063, 0.1230, 0.2546, -0.6123, -0.6218, 0.1928, -0.2681, 0.2299, 0.2622, 0.2478, 0.2564, -0.2813, 0.2524, -0.4057, 0.2094, -0.4449, 0.2303, 0.2303, 0.1802, 0.0962, 0.7000, -0.3162, -0.3281, -0.6228, 0.2080, 0.4356, 0.2382, -0.3135, 0.2327, 0.3139, -0.3222, 0.2105, 0.2281, 0.2144], "gap_ev": 8.932, "charge": 0, "smiles": "Cc1ccc(-c2nnn(CC(=O)N(c3ccc(F)cc3)[C@H](C(=O)NC(C)(C)C)c3ccco3)n2)o1", "e_homo_ev": -8.297}

=====

Order from most stable to least stable according to the calculation: *i*, *ii*